Molecular formula: C27H41Cl2F12N3O5P
Method: DFT, ωB97M-V/def2-TZVPD

```
91
Properties=species:S:1:pos:R:3:forces:R:3
C -2.1397 -6.4905 2.4600 -0.2 0.0 0.3
C -0.6869 -6.8989 2.4928 -0.2 -0.6 -0.6
O 0.2013 -5.8641 2.0042 0.2 0.1 0.2
P 0.5425 -4.6816 3.0073 -0.4 0.3 0.1
O -0.1628 -4.7501 4.2888 0.0 -0.1 0.3
C 0.1246 -3.2183 2.0562 0.0 -0.1 -0.6
C 0.8058 -3.1728 0.6805 -0.1 0.2 0.1
C 1.1813 -1.7686 0.2288 -0.1 -0.2 0.4
N 0.0665 -1.0044 -0.3900 -0.1 -0.9 -0.2
C -1.2897 -1.2957 -0.0357 -0.4 0.7 0.9
Cl -2.0530 -2.5965 -0.8419 0.0 -0.2 -0.1
C -1.8932 -0.5570 0.9151 0.3 -0.7 -0.5
C -1.3054 0.5934 1.6458 0.1 0.2 -0.2
Cl -3.4930 -0.9371 1.3872 -0.1 -0.1 0.0
C 0.3160 -0.0600 -1.2435 0.5 0.8 -1.4
N 1.5531 0.3639 -1.6245 0.3 0.4 1.1
C 1.4202 1.8507 -1.5244 -0.3 0.0 0.3
C 2.5413 2.6691 -2.1136 -0.5 -0.1 -0.4
C 2.6233 4.0555 -1.4508 0.1 -0.3 -0.8
C 4.0359 4.4475 -1.0728 -0.6 0.7 0.3
F 4.0978 5.8015 -1.0263 0.0 -0.1 0.1
F 4.8982 4.0466 -2.0374 0.2 -0.1 0.1
C 4.5112 3.9275 0.3246 0.0 0.3 0.1
F 3.4083 3.5800 1.0522 0.2 0.0 -0.2
F 5.1469 4.9058 1.0040 -0.2 -0.6 -0.3
C 5.4084 2.6708 0.2926 0.4 -0.1 1.0
F 4.7576 1.6654 -0.3450 0.1 0.2 0.1
F 5.5609 2.2885 1.5847 -0.1 0.1 -0.5
C 6.8483 2.8584 -0.3196 0.2 -0.6 -0.8
F 7.1433 4.1480 -0.5076 0.0 -0.7 0.3
F 7.7540 2.2813 0.4803 -0.4 0.5 -0.5
F 6.8810 2.2295 -1.5199 0.2 0.5 0.8
C -0.0751 2.0704 -1.9452 0.3 -0.1 0.9
C -0.3836 2.8582 -3.1941 0.5 -0.8 -0.4
O -0.2683 4.2534 -2.9870 -0.3 0.3 0.2
C -1.1529 4.8338 -2.1354 0.0 0.5 -0.1
F -0.6507 4.8697 -0.8739 -0.3 0.1 -0.4
F -2.3216 4.1716 -2.0786 0.3 0.3 0.0
F -1.3712 6.0923 -2.5328 0.1 -0.9 0.4
N -0.6407 0.7051 -1.8778 -0.1 0.0 0.2
C -1.1533 0.0511 -3.0981 -0.7 -0.6 -0.2
C -2.6847 -0.0143 -3.2018 0.3 -0.1 0.8
C -3.4363 1.1223 -2.5375 -0.6 0.3 -0.6
C -4.9557 0.8539 -2.4573 0.4 0.0 0.2
C -5.4934 0.8076 -1.0359 -0.4 0.4 -0.2
O -6.6957 1.5508 -0.9647 0.1 0.1 -0.1
C -7.1145 1.6818 0.3708 0.0 -0.1 0.1
O 2.1250 -4.6182 3.1077 -0.1 -0.1 0.0
C 2.7001 -4.7523 4.4343 0.4 0.2 0.2
C 2.5731 -3.4845 5.2614 0.0 -0.2 -0.2
H -2.3363 -5.7742 1.6691 0.0 0.1 -0.2
H -2.4636 -6.0640 3.4003 0.0 0.2 0.2
H -2.7545 -7.3637 2.2702 -0.1 -0.2 0.0
H -0.5449 -7.7306 1.8141 0.2 -0.1 -0.2
H -0.3858 -7.2443 3.4710 0.1 0.2 0.3
H -0.9558 -3.2347 1.9516 -0.3 0.0 0.1
H 0.3722 -2.3354 2.6370 0.1 0.1 0.3
H 0.1861 -3.6386 -0.0728 -0.1 -0.2 -0.1
H 1.7238 -3.7488 0.7067 0.3 0.0 0.0
H 2.0128 -1.8290 -0.4608 0.0 0.0 -0.4
H 1.5045 -1.1976 1.0969 0.1 0.2 0.1
H -1.9359 1.4602 1.4717 -0.1 0.2 0.1
H -1.2776 0.4072 2.7128 -0.1 -0.1 0.2
H -0.3065 0.8509 1.3179 0.3 -0.1 -0.1
H 2.3289 0.0709 -1.0432 0.1 -0.3 -0.1
H 1.4061 2.0485 -0.4508 0.3 0.1 0.1
H 2.3642 2.8051 -3.1744 0.1 0.0 -0.3
H 3.4714 2.1207 -2.0421 0.1 -0.1 0.1
H 2.3154 4.7807 -2.1927 0.0 0.3 -0.1
H 1.9313 4.1573 -0.6269 0.1 0.1 0.3
H -0.4782 2.5889 -1.0826 -0.5 0.3 -0.2
H -1.3390 2.5692 -3.6114 -0.4 0.2 0.1
H 0.3482 2.6208 -3.9576 0.2 0.2 -0.2
H -0.7074 0.4675 -3.9963 0.2 0.3 0.0
H -0.8096 -0.9794 -3.0611 0.2 -0.2 -0.1
H -2.9864 -0.9397 -2.7168 -0.2 -0.1 0.0
H -2.9699 -0.1133 -4.2431 0.0 0.1 -0.2
H -3.0578 1.3509 -1.5464 0.3 -0.1 0.2
H -3.3109 2.0209 -3.1395 0.1 0.2 0.1
H -5.1668 -0.0815 -2.9613 -0.3 -0.1 -0.2
H -5.4754 1.6592 -2.9606 -0.3 0.0 -0.2
H -5.7088 -0.2133 -0.7210 0.2 -0.2 0.2
H -4.7753 1.2690 -0.3541 0.2 -0.1 0.2
H -7.2922 0.6988 0.8093 -0.1 -0.1 0.2
H -6.3734 2.2039 0.9803 0.2 0.0 0.0
H -8.0287 2.2559 0.4020 -0.3 0.1 -0.1
H 3.7453 -4.9700 4.2697 0.2 -0.2 -0.2
H 2.2450 -5.5878 4.9482 -0.1 -0.2 0.0
H 1.7223 -3.5318 5.9253 -0.3 0.1 0.0
H 2.4932 -2.6302 4.5973 -0.1 0.2 -0.1
H 3.4654 -3.3396 5.8578 0.2 0.0 0.2
```
Positions in Å, forces in eV/Å.

Computed properties:
Highest occupied orbital energy, eV: -11.8596
Energy above the lowest of the compared OMol25 structures with the same formula, charge and spin, kcal/mol: 20.7
Total charge: +1


Molecular formula: C27H41CrNP2
Method: DFT, ωB97M-V/def2-TZVPD

```
72
Properties=species:S:1:pos:R:3:forces:R:3
P 0.0231 -2.5062 -3.5585 -0.2 0.8 -1.3
P 0.3562 1.4437 -3.4280 -0.5 -0.5 0.3
C -0.2425 -1.1218 -4.7970 -0.2 -0.5 -0.9
C 0.6455 0.1526 -4.7066 0.3 -0.2 -0.5
H -1.3180 -0.8692 -4.8231 0.4 0.0 0.2
H -0.0344 -1.6037 -5.7663 0.0 0.5 -0.1
H 1.7211 -0.1046 -4.6952 -0.4 0.0 0.2
H 0.5193 0.7020 -5.6572 -0.1 -0.1 0.2
C -1.2907 2.0933 -3.7821 0.0 0.5 -0.3
H -1.5884 2.7699 -2.9714 0.1 -0.4 -0.1
H -2.0332 1.2869 -3.8582 0.3 0.2 0.2
H -1.2827 2.6544 -4.7230 0.1 -0.1 -0.2
C 1.5605 2.7376 -3.7271 0.3 0.5 -0.8
H 1.2860 3.3005 -4.6276 0.2 0.0 0.1
H 2.5587 2.3028 -3.8739 -0.2 0.1 0.1
H 1.5687 3.4200 -2.8669 0.0 -0.2 -0.3
C -1.1919 -3.7751 -3.9964 0.0 -0.2 -0.7
H -1.1906 -4.5335 -3.2008 0.0 0.2 -0.1
H -0.9233 -4.2531 -4.9494 -0.3 -0.1 0.2
H -2.2011 -3.3438 -4.0813 0.4 -0.1 0.1
C 1.6253 -3.1419 -4.1290 0.0 -0.6 -0.8
H 2.3751 -2.3447 -4.2298 -0.3 -0.2 0.1
H 1.4808 -3.6306 -5.1040 0.4 0.0 0.1
H 1.9811 -3.8822 -3.4022 0.0 0.1 -0.2
Cr 1.7659 0.0587 2.7994 -1.4 -0.1 0.3
C 0.3358 1.1605 -1.6257 -0.1 -1.4 3.2
C -1.0288 0.8084 -1.2857 -0.7 2.7 0.4
C -1.5720 -0.4630 -1.6579 -0.5 -1.2 -0.2
C -1.6363 -1.5209 -0.5117 -0.9 0.7 -0.2
C -0.6494 -2.5850 -0.6998 2.6 -0.6 1.3
C 0.5678 -2.4324 -1.3725 -1.1 -0.7 2.7
C 1.3820 -1.1573 -1.6777 0.9 -0.5 -0.9
C 1.2672 0.1235 -0.8680 1.2 0.4 -0.8
C 1.2432 -1.9633 2.8094 0.2 0.0 -0.3
H 0.6107 2.1528 -1.2327 -0.3 0.0 -0.2
H -1.5300 1.4167 -0.5316 0.0 0.0 -0.2
H -0.9514 -0.8791 -2.4909 -0.6 0.2 0.6
H -2.5760 -0.3490 -2.0991 -0.3 -0.3 0.0
H -1.4590 -1.0138 0.4619 -0.2 0.0 -0.4
H -2.6613 -1.9405 -0.4588 0.4 0.0 0.0
H -0.7734 -3.4373 0.0035 0.2 0.1 -1.1
H 1.2084 -3.3432 -1.3068 -0.4 0.7 -0.1
H 1.2011 -0.8521 -2.7274 0.1 -0.1 0.6
H 2.4463 -1.4481 -1.7661 -0.3 -0.2 0.5
H 0.9222 -0.1253 0.1588 -0.4 0.7 -0.7
H 2.2782 0.5652 -0.7612 0.1 -0.2 0.0
H 1.8855 -2.6352 3.4023 -0.1 0.3 0.0
H 1.3701 -2.2524 1.7476 -0.2 -0.1 0.3
H 0.1960 -2.1537 3.1145 0.5 0.3 -0.2
C -0.2222 5.0863 3.6323 0.1 0.2 -0.2
C -0.0299 4.4327 2.3978 -0.1 -0.1 0.7
C -0.0121 3.0393 2.3584 0.0 0.1 0.4
C -0.2074 2.2914 3.5526 0.4 0.3 0.1
C -0.5857 2.9666 4.7408 0.3 0.5 -0.1
C -0.5030 4.3589 4.7985 -0.2 -0.2 -0.7
N 0.1249 0.9493 3.5902 0.4 -0.5 -0.5
C -0.2017 0.2315 4.7638 0.3 -0.1 -0.1
C 0.8326 -0.0229 5.6853 -0.8 -0.1 -0.1
C 0.5676 -0.8024 6.8018 -0.1 -0.3 0.0
C -0.7087 -1.3484 6.9791 -0.1 -0.1 0.1
C -1.7413 -1.1029 6.0599 0.4 0.2 0.0
C -1.4902 -0.2906 4.9538 0.2 -0.1 0.3
H -0.1511 6.1748 3.6737 -0.1 -0.3 0.0
H 0.1225 5.0144 1.4787 0.0 -0.3 0.5
H 0.1722 2.5110 1.4197 -0.1 0.0 0.2
H -0.8449 2.3998 5.6385 0.3 0.2 -0.3
H -0.6656 4.8722 5.7518 0.0 -0.2 -0.4
H 1.8263 0.3954 5.4931 -0.3 -0.1 0.2
H 1.3693 -1.0244 7.5098 -0.3 0.1 -0.1
H -0.8995 -1.9851 7.8451 0.0 0.2 -0.2
H -2.7274 -1.5593 6.1864 0.4 0.2 0.1
H -2.2719 -0.0755 4.2202 0.3 -0.1 0.2
```
Positions in Å, forces in eV/Å.

Computed properties:
Highest occupied orbital energy (spin up / spin down), eV: -4.3771 / -4.3469
Energy above the lowest of the compared OMol25 structures with the same formula, charge and spin, kcal/mol: 97.9
Multiplicity: 5


Molecular formula: C27H41LaO5Si
Method: DFT, ωB97M-V/def2-TZVPD

```
75
Properties=species:S:1:pos:R:3:forces:R:3
C 2.7395 3.3864 -0.5952 0.4 1.4 0.1
C 1.5093 2.9676 0.2253 -0.2 -0.1 -0.3
C 3.4571 2.1062 -1.0591 0.1 0.2 0.0
C 2.8884 0.9008 -0.2495 -0.2 -0.5 0.0
H 4.5285 2.2294 -0.8739 -0.2 -0.1 -0.2
H 3.3080 1.9940 -2.1399 -0.1 -0.3 0.4
C 1.9140 1.6242 0.8178 0.5 0.7 1.1
H 0.6455 2.8740 -0.4571 0.3 0.0 0.3
H 1.2814 3.7146 1.0100 -0.1 -0.3 -0.4
C 0.8117 1.0583 1.7648 -0.4 -0.8 -0.6
H 2.6725 1.8962 1.5716 0.0 0.3 0.2
H 3.7198 0.4627 0.3452 -0.4 0.3 -0.1
C 2.4327 -0.1354 -1.1756 0.8 0.5 0.7
C 2.3633 4.2933 -1.7536 -2.0 -1.3 -0.6
C 3.7274 4.2687 0.1712 1.1 -1.0 0.2
O 4.9422 4.1899 0.0927 -1.1 0.2 0.3
O 1.3512 4.1532 -2.4326 1.6 0.6 0.7
O 3.2623 5.2666 -1.9533 -0.2 0.6 -0.7
O 3.1320 5.1920 0.9402 0.4 0.3 0.2
C 4.0925 6.0631 1.5432 -0.3 0.1 0.0
H 3.5049 6.7627 2.1320 0.1 0.1 0.1
H 4.6576 6.5777 0.7587 0.0 0.0 0.2
H 4.7817 5.4903 2.1693 -0.1 0.2 -0.1
C 2.9008 6.1957 -2.9784 0.0 0.0 0.0
H 2.7095 5.6771 -3.9264 0.0 0.1 0.3
H 3.7579 6.8629 -3.0650 -0.1 0.0 -0.1
H 2.0030 6.7537 -2.6804 0.2 -0.2 -0.1
O -0.1406 0.1508 1.2892 4.1 3.4 0.1
H 0.2305 1.9310 2.1291 0.4 0.0 0.2
H 1.3063 0.5774 2.6261 0.1 0.2 0.0
C 2.6136 -1.5344 -0.7695 0.2 0.1 -0.1
C 1.4249 0.2477 -2.1607 -0.1 0.0 -0.4
H 1.8630 0.3572 -3.1761 -0.5 0.2 -0.4
H 0.9397 1.2048 -1.8957 -0.1 -0.3 -0.3
H 0.6620 -0.5421 -2.2383 -0.3 0.1 -0.2
H 1.7400 -2.1184 -1.0831 -0.2 -0.5 0.1
H 2.7372 -1.6024 0.3278 0.0 -0.4 -0.1
H 3.5046 -1.9775 -1.2565 -0.1 -0.7 0.3
La -1.3642 -1.3654 0.7741 -1.7 -2.5 -0.4
C -1.9627 -2.8045 3.1020 -0.5 0.4 0.4
C -0.7299 -2.2049 3.5002 -0.4 0.2 0.2
C -0.9584 -0.8140 3.6766 -0.5 -0.3 0.4
H 0.2250 -2.7134 3.6633 -0.4 0.1 -0.1
C -2.3071 -0.5325 3.3388 0.4 -0.2 0.5
C -2.9408 -1.7591 2.9937 0.2 -0.7 0.6
H -4.0049 -1.8806 2.7595 0.5 0.0 0.0
H -2.1293 -3.8690 2.9212 0.1 0.5 0.0
H -0.2289 -0.0873 4.0520 -0.3 -0.3 -0.5
H -2.7734 0.4566 3.3721 0.2 -0.5 -0.1
C -2.9621 -0.8187 -1.4166 -0.5 0.7 0.3
C -3.7944 -0.7176 -0.2504 0.0 0.6 -0.8
C -3.4209 0.4766 0.4443 -0.2 0.0 -0.7
H -4.6178 -1.3797 0.0207 0.4 0.1 -0.1
C -2.3680 1.0993 -0.2721 -0.7 -0.2 -0.7
C -2.0839 0.3084 -1.4266 -0.7 0.2 0.2
H -1.3770 0.5763 -2.2162 -0.2 -0.3 0.5
H -3.0035 -1.5997 -2.1756 0.1 0.2 0.3
H -3.9151 0.8840 1.3270 0.3 -0.3 -0.2
H -1.9073 2.0592 -0.0300 0.0 -0.5 0.0
C -4.4067 -4.0959 -1.1950 -0.3 -0.2 -0.2
Si -2.8624 -4.9892 -0.5682 1.8 1.1 0.5
C -3.4469 -6.0227 0.9032 -0.2 -0.3 0.0
C -2.2849 -6.1347 -1.9527 -0.3 -0.6 -0.3
C -1.4123 -3.9266 -0.0949 0.1 -0.4 0.0
H -5.0873 -4.8351 -1.6471 0.0 0.1 0.1
H -4.1873 -3.3439 -1.9621 0.0 -0.1 0.2
H -4.9543 -3.5990 -0.3835 0.2 -0.1 -0.1
H -4.2432 -6.7116 0.5830 0.1 0.1 0.1
H -2.6323 -6.6286 1.3252 -0.1 0.2 -0.1
H -3.8557 -5.3922 1.7049 0.1 -0.1 -0.2
H -2.2410 -5.6049 -2.9156 0.0 -0.1 0.2
H -1.2784 -6.5250 -1.7393 -0.3 0.2 0.0
H -2.9694 -6.9875 -2.0619 0.1 0.0 -0.2
H -0.8074 -4.3125 0.7653 -0.5 0.0 -0.5
H -0.6817 -3.7246 -0.9136 -0.5 -0.3 0.1
```
Positions in Å, forces in eV/Å.

Computed properties:
Highest occupied orbital energy, eV: 1.7581
Total charge: -2


| no. | total energy (eV) |
| --- | --- |
| 1 | -110311.3030 |
| 2 | -77143.5742 |
| 3 | -47636.8086 |